[1]
A 13-piece molecular cluster, C30H84INO15 overall in a non-equilibrium geometry, computed with ωB97M-V with the def2-TZVPD basis set.

CARTESIAN COORDINATES (ANGSTROEM)
C: -1.99250 2.11670 -0.66624
N: -3.07913 1.15084 -0.81182
C: -3.33030 0.68020 -2.11758
O: -2.43835 -0.44376 -2.47133
C: -1.91134 -0.35770 -3.69476
O: -2.53013 -0.34838 -4.70234
O: -0.56908 -0.29512 -3.62600
C: 0.07142 0.52302 -4.61706
C: 0.52131 1.85237 -3.99693
C: 0.42004 3.00999 -4.99068
I: -1.40741 4.08930 -4.75781
H: -1.00186 1.65351 -0.55809
H: -2.17758 2.75502 0.20514
H: -1.98493 2.77975 -1.53970
H: -2.98657 0.37834 -0.15768
H: -3.17805 1.48780 -2.84415
H: -4.35266 0.30117 -2.21873
H: -0.60742 0.67124 -5.46279
H: 0.93762 -0.03960 -4.98243
H: -0.06694 2.04201 -3.09458
H: 1.57765 1.77508 -3.70197
H: 0.44559 2.64599 -6.02063
H: 1.22140 3.72755 -4.84434
C: -5.48557 -2.12826 1.92731
C: -4.02741 -2.12960 2.33397
O: -3.34443 -0.93836 1.94567
H: -5.58061 -1.99878 0.84757
H: -5.95896 -3.06403 2.21789
H: -6.02228 -1.30606 2.40757
H: -3.49170 -2.94265 1.84373
H: -3.93900 -2.27096 3.41624
H: -3.78417 -0.19368 2.37101
C: -7.17115 -7.02900 2.28812
C: -6.60041 -5.62781 2.19418
O: -6.24670 -5.10963 3.47330
H: -8.05108 -7.03405 2.93417
H: -7.45545 -7.41015 1.30805
H: -6.43745 -7.71140 2.72137
H: -7.33909 -4.94323 1.77558
H: -5.71890 -5.61615 1.54055
H: -5.57383 -5.70224 3.83506
C: -2.17448 -7.89198 5.17683
C: -3.20738 -8.10453 4.09309
O: -3.97452 -6.92407 3.84042
H: -2.65848 -7.57082 6.09768
H: -1.63497 -8.81744 5.37864
H: -1.44722 -7.12821 4.88875
H: -3.92783 -8.86237 4.39793
H: -2.73457 -8.44110 3.16525
H: -3.37130 -6.22726 3.55590
C: -5.09310 -9.16438 -1.70472
C: -5.54563 -8.79468 -0.30505
O: -6.77673 -9.43545 0.03071
H: -5.85562 -8.88681 -2.43267
H: -4.16171 -8.65877 -1.96415
H: -4.92788 -10.24144 -1.78526
H: -5.72644 -7.72333 -0.22805
H: -4.78039 -9.05969 0.43301
H: -6.61903 -10.38458 -0.01914
C: -5.50703 -9.07775 9.30901
C: -4.19987 -9.07083 8.54108
O: -4.38969 -9.26689 7.14331
H: -6.03670 -10.01701 9.14754
H: -5.33127 -8.95430 10.37841
H: -6.15538 -8.26373 8.97631
H: -3.55884 -9.88993 8.86565
H: -3.66051 -8.13346 8.71891
H: -4.94741 -8.55089 6.81729
C: 4.21972 5.38738 -2.08595
C: 3.58970 4.06269 -2.46142
O: 3.20821 4.01746 -3.83809
H: 3.54038 6.21363 -2.29026
H: 4.47916 5.40368 -1.02587
H: 5.13049 5.56778 -2.65939
H: 2.67030 3.89228 -1.90102
H: 4.27315 3.23468 -2.24387
H: 3.99918 4.15988 -4.36908
C: 6.59976 10.32353 -2.27742
C: 6.45276 8.83384 -2.03289
O: 5.40702 8.26200 -2.82143
H: 5.66330 10.84128 -2.06576
H: 7.38412 10.74592 -1.64762
H: 6.86168 10.51793 -3.32062
H: 6.17680 8.64405 -0.99529
H: 7.39367 8.31849 -2.23785
H: 5.62948 8.40143 -3.74820
C: 10.07032 6.02523 0.06173
C: 9.07955 6.05131 -1.08440
O: 9.35741 7.09889 -2.01169
H: 10.07303 6.97801 0.59156
H: 9.83029 5.23362 0.77243
H: 11.08299 5.85198 -0.31205
H: 8.06948 6.24146 -0.72054
H: 9.07644 5.08914 -1.60725
H: 10.24137 6.94953 -2.36507
C: 11.08748 7.41655 -5.92271
C: 12.01794 6.93555 -4.82661
O: 11.83760 5.55525 -4.52914
H: 10.04979 7.23369 -5.64187
H: 11.21787 8.48336 -6.10844
H: 11.28320 6.88227 -6.85538
H: 11.81286 7.46629 -3.89598
H: 13.06227 7.12850 -5.09313
H: 12.02559 5.04704 -5.32539
C: -10.86673 -8.59000 1.94663
C: -11.81648 -7.76828 2.79562
O: -12.37600 -8.51860 3.86892
H: -11.37718 -9.46546 1.54381
H: -10.47240 -7.99994 1.11828
H: -10.02015 -8.94038 2.54213
H: -12.66599 -7.42821 2.20405
H: -11.30552 -6.88106 3.18613
H: -11.65291 -8.82531 4.42651
C: -6.87379 3.60420 -2.08827
C: -5.51634 3.74719 -1.42746
O: -4.74366 4.79872 -1.99927
H: -6.75731 3.42168 -3.15716
H: -7.43409 2.77617 -1.65135
H: -7.46493 4.51516 -1.96524
H: -4.92451 2.84311 -1.55713
H: -5.63314 3.91134 -0.35040
H: -5.22577 5.62372 -1.87799
C: 14.25793 7.26227 0.79407
C: 13.13193 8.20178 1.18350
O: 12.31588 7.65456 2.21565
H: 13.85384 6.30481 0.46317
H: 14.86204 7.68408 -0.01064
H: 14.91468 7.07196 1.64632
H: 12.47072 8.37612 0.33496
H: 13.53434 9.16770 1.50650
H: 12.88259 7.49948 2.97909

Its HOMO energy is -8.97 eV. The net charge is 0. The value obtained for the maximum force is 1.61 eV/Å.

[2]
C21H27ClN6O4PtSeSi as an isolated structure in a non-equilibrium geometry, computed with ωB97M-V with the def2-TZVPD basis set.

CARTESIAN COORDINATES (ANGSTROEM)
Pt: -0.10427 -0.03095 -0.27560
Se: -7.67169 -0.67991 -0.17893
N: -6.35302 -1.76680 0.29207
C: -5.23484 -1.12909 0.07651
C: -3.91491 -1.69861 0.33175
C: -3.68963 -2.93546 0.93753
C: -2.39136 -3.37670 1.10431
C: -1.34122 -2.58808 0.65283
N: -1.56151 -1.40284 0.08568
C: -2.81621 -0.94669 -0.05075
C: -2.93783 0.38001 -0.57355
N: -1.77866 1.00625 -0.84252
C: -1.79876 2.27282 -1.25671
C: -2.99029 2.96506 -1.42635
C: -4.18675 2.32424 -1.17194
C: -4.16694 0.99642 -0.74537
C: -5.35924 0.20362 -0.45766
N: -6.57660 0.62680 -0.66405
H: -4.53575 -3.52163 1.27297
H: -2.17717 -4.32659 1.57252
H: -0.31824 -2.92235 0.73408
H: -0.85599 2.75080 -1.46408
H: -2.96443 3.99359 -1.75607
H: -5.13798 2.82820 -1.28699
N: 1.36600 1.39346 -0.96517
C: 2.59825 1.16113 -1.78682
C: 3.50754 0.11672 -1.17149
C: 2.94699 -1.29304 -1.40344
C: 2.49997 -1.95123 -0.12736
N: 1.48809 -1.10399 0.57568
H: 0.80932 2.10829 -1.41822
H: 1.63281 1.75011 -0.04733
H: 3.11367 2.11974 -1.86477
H: 2.29434 0.86045 -2.78826
H: 3.63756 0.34365 -0.10590
H: 4.49997 0.20511 -1.60971
H: 3.67528 -1.93153 -1.90223
H: 2.08272 -1.23591 -2.05558
H: 3.33565 -2.09827 0.55955
H: 2.06725 -2.92960 -0.33671
H: 1.95880 -0.30283 0.99714
H: 1.07119 -1.60274 1.36090
C: -1.61695 -2.32082 -5.58867
Si: 0.04077 -1.82941 -4.93256
C: 1.17795 -3.29945 -4.78227
C: 0.92739 -0.53604 -5.93321
C: -0.11275 -1.15009 -3.18703
C: -0.11338 -0.73076 -2.05380
H: -1.50914 -2.73899 -6.59104
H: -2.29523 -1.46751 -5.65616
H: -2.08653 -3.07595 -4.95586
H: 1.31212 -3.75588 -5.76472
H: 0.76341 -4.05460 -4.11048
H: 2.15626 -2.99562 -4.40451
H: 1.09694 -0.90512 -6.94634
H: 1.89654 -0.29997 -5.48937
H: 0.34951 0.38819 -6.00989
O: -1.44609 0.56726 1.85603
Cl: -0.22716 0.79789 2.62698
O: -0.44723 1.70600 3.67443
O: 0.30184 -0.46555 3.05730
O: 0.71546 1.35316 1.59393

Its HOMO energy is -14.79 eV. The net charge is +2. The value obtained for the maximum force is 1.72 eV/Å.

[3]
A 2-piece molecular cluster, C9H9N4O2 overall in a non-equilibrium geometry, computed with ωB97M-V with the def2-TZVPD basis set.

CARTESIAN COORDINATES (ANGSTROEM)
C: 2.35399 -1.65588 -0.17264
C: 3.61055 -1.04941 -0.50007
C: 1.24815 -0.98356 0.19155
C: 3.70008 0.30685 -0.31099
C: -3.27890 -0.75507 -1.25179
C: -4.25521 -0.28551 -0.37609
C: -2.06293 -0.36679 -0.80831
C: 1.38386 0.41467 0.38689
C: 2.62534 1.06010 0.14022
N: 0.37707 1.09126 0.86480
N: -0.58750 1.61248 1.13309
N: -3.51654 0.30170 0.58701
N: -2.22843 0.27693 0.38314
O: 2.60855 2.37871 0.23987
O: -3.97783 0.74845 1.76218
H: 2.20925 -2.69220 -0.40944
H: 4.59309 -1.46343 -0.72476
H: 0.37915 -1.57174 0.58812
H: 4.70535 0.66432 -0.32817
H: -3.59909 -1.22436 -2.14235
H: -5.42520 -0.25224 -0.49471
H: -1.08522 -0.62615 -1.18622
H: 3.48115 2.75881 0.10902
H: -3.25872 1.31207 2.31967

Its HOMO energy is -12.34 eV. The net charge is +1. The value obtained for the maximum force is 5.77 eV/Å.

[4]
C33H32CdIN13O4SSe as an isolated structure, computed with ωB97M-V with the def2-TZVPD basis set.

CARTESIAN COORDINATES (ANGSTROEM)
Cd: -0.39571 -0.65772 -0.17738
C: 0.00535 -4.82831 -2.07870
C: -1.36443 -4.22419 -2.11780
N: -2.21773 -4.65094 -3.00630
C: -3.45498 -4.09788 -3.05413
C: -3.87239 -3.09863 -2.22242
C: -5.26052 -2.54414 -2.39526
O: -6.10484 -2.74254 -1.25965
C: -2.96284 -2.59853 -1.24781
C: -3.40571 -1.59671 -0.31221
N: -2.63012 -0.92052 0.46493
C: -3.19211 -0.04536 1.41737
C: -4.26359 0.79600 1.13059
C: -4.74379 1.67978 2.08342
C: -4.15400 1.73722 3.33728
C: -3.10164 0.88692 3.64442
C: -2.62858 -0.00461 2.69415
I: -1.13808 -1.36417 3.21664
C: -1.67435 -3.17706 -1.16220
O: -0.78708 -2.84571 -0.29918
H: 0.25420 -5.21755 -3.06402
H: 0.03551 -5.65729 -1.36692
H: 0.74331 -4.09601 -1.75520
H: -4.11954 -4.48997 -3.81559
H: -5.71229 -2.99522 -3.28382
H: -5.23574 -1.46395 -2.55468
H: -6.08159 -3.68057 -1.04353
H: -4.48608 -1.45932 -0.23737
H: -4.70629 0.76709 0.14225
H: -5.57418 2.33032 1.84190
H: -4.51669 2.43416 4.08062
H: -2.65364 0.90450 4.62853
N: 4.21838 -4.61533 4.26840
C: 3.83877 -3.67636 3.32497
C: 2.62516 -3.81255 2.64234
C: 2.26520 -2.90213 1.66968
C: 3.11527 -1.83945 1.37358
C: 4.32360 -1.69609 2.03561
C: 4.68626 -2.61359 3.00391
S: 2.60373 -0.68875 0.15764
O: 3.73165 0.10411 -0.25817
O: 1.91126 -1.46265 -0.86775
N: 1.39125 0.17976 0.78696
C: 1.56223 0.94543 1.90914
N: 0.44091 1.52683 2.37303
C: 0.57023 2.27279 3.45695
C: 1.78243 2.45464 4.10768
C: 2.86485 1.79405 3.55423
N: 2.77475 1.04526 2.46265
H: 3.48430 -5.17047 4.67309
H: 4.92452 -4.33392 4.92636
H: 1.97440 -4.64896 2.86648
H: 1.33968 -3.03156 1.11890
H: 4.96129 -0.85825 1.79244
H: 5.63373 -2.51270 3.51922
H: -0.33823 2.74154 3.82553
H: 1.87256 3.06513 4.99312
H: 3.85057 1.86450 4.00355
C: 2.36353 -0.01387 -3.41324
N: 1.50389 1.14511 -3.22514
C: 0.16287 1.14674 -3.10536
Se: -0.99332 -0.29340 -2.91251
N: -0.23997 2.43442 -3.11566
C: 0.84849 3.28440 -3.16536
C: 0.96590 4.66470 -3.12295
C: 2.25159 5.18072 -3.16211
C: 3.37348 4.34781 -3.23888
C: 3.25150 2.96869 -3.27966
C: 1.96466 2.45548 -3.23886
H: 1.75871 -0.90755 -3.30186
H: 3.14052 -0.01618 -2.65327
H: 2.79714 0.03343 -4.41269
H: -1.20219 2.67856 -2.96239
H: 0.09746 5.30801 -3.06760
H: 2.39156 6.25307 -3.13669
H: 4.35926 4.79125 -3.26284
H: 4.11624 2.32201 -3.31818
N: 0.61333 4.99969 0.64062
N: -0.33561 4.06171 0.25728
N: -1.62512 4.28154 0.34456
C: -2.09899 3.09469 -0.03319
N: -1.12608 2.22488 -0.31228
N: 0.00525 2.87362 -0.12342
H: 0.31202 5.89219 0.26477
H: 1.48345 4.70430 0.20701
H: -3.14823 2.87361 -0.09754

Its HOMO energy is -7.33 eV. The net charge is 0. The value obtained for the maximum force is 0.36 eV/Å.

[5]
A 2-piece molecular cluster, C5H11NO overall, computed with ωB97M-V with the def2-TZVPD basis set.

CARTESIAN COORDINATES (ANGSTROEM)
C: 0.94395 -1.91691 -1.02290
C: 1.71829 0.53146 0.38016
N: 0.44213 0.50002 0.59559
C: -0.47514 -0.04715 1.58898
C: -0.81915 0.30271 0.20343
C: -1.84805 1.11884 -0.46504
O: -2.29273 2.21555 0.32616
H: 1.56551 -2.25310 -0.18799
H: 1.59166 -1.50338 -1.80057
H: 0.37478 -2.75700 -1.41520
H: 2.38556 0.14671 1.14028
H: 2.08200 0.84026 -0.59145
H: -0.28183 -1.08944 1.85795
H: -0.71755 0.61594 2.42037
H: 0.19281 -1.17412 -0.71305
H: -1.48683 1.45410 -1.44815
H: -2.73330 0.49988 -0.63688
H: -1.50470 2.73043 0.54173

Its HOMO energy (alpha / beta) is -7.32 / -7.32 eV. The net charge is 0. The value obtained for the maximum force is 0.59 eV/Å.

[6]
One molecule with the formula C7H10N2S in a non-equilibrium geometry, computed with ωB97M-V with the def2-TZVPD basis set.

CARTESIAN COORDINATES (ANGSTROEM)
C: -0.68039 -2.58993 0.51499
C: -0.91047 -1.38142 1.01427
C: -2.10376 -1.09079 1.95070
N: -0.18671 -0.20723 0.72189
C: 0.13765 0.13826 -0.45943
S: -0.15120 -0.63663 -2.09720
C: 0.87226 0.55233 -2.83166
C: 1.29752 1.51643 -2.01526
N: 0.98833 1.21691 -0.73752
C: 1.40538 2.05518 0.39574
H: 0.25212 -2.64219 -0.08448
H: -1.24007 -3.43077 1.06251
H: -3.07939 -0.92705 1.48948
H: -2.24205 -1.99613 2.70046
H: -1.75931 -0.21203 2.44285
H: 0.92493 0.39460 -3.83819
H: 1.95423 2.31546 -2.17961
H: 1.88954 2.84107 -0.23295
H: 0.48958 2.31820 1.01111
H: 2.14180 1.76574 1.17229

Its HOMO energy is -7.55 eV. As for the SMILES: C=C(C)/N=c1\sccn1C. The net charge is 0. The value obtained for the maximum force is 4.33 eV/Å.

[7]
One molecule with the formula C5H16N2Si2 in a non-equilibrium geometry, computed with ωB97M-V with the def2-TZVPD basis set.

CARTESIAN COORDINATES (ANGSTROEM)
C: 1.21968 -2.17196 -0.56444
C: 0.06125 -0.49079 -1.99563
C: 2.03703 0.14753 -0.60190
C: -2.82015 1.08436 0.00848
C: 0.76759 -0.69185 -0.63580
N: -0.68417 1.44275 2.05263
N: -0.10885 -0.16856 0.32662
Si: 0.03893 -0.06639 2.51585
Si: -0.99352 1.24603 0.36142
H: 2.04108 -2.30240 -1.26050
H: 1.55516 -2.21848 0.53953
H: 0.29391 -2.88230 -0.68803
H: 0.13692 0.45995 -2.37427
H: -0.93169 -0.50543 -1.63432
H: 0.25112 -1.30725 -2.77472
H: 1.76442 1.21123 -0.65495
H: 2.47300 0.07943 0.36710
H: 2.69493 0.01527 -1.35693
H: -3.31616 0.22424 0.58653
H: -3.13674 2.05728 0.33196
H: -3.01442 1.08101 -1.10263
H: -0.80944 2.23537 2.64130
H: 1.49797 0.18031 3.07304
H: -0.76499 -0.93362 3.35638
H: -0.25281 2.27428 -0.51672

Its HOMO energy is -8.23 eV. The net charge is 0. The value obtained for the maximum force is 5.14 eV/Å.

[8]
One molecule with the formula C5H4N2, computed with ωB97M-V with the def2-TZVPD basis set.

CARTESIAN COORDINATES (ANGSTROEM)
C: 2.81006 -0.45004 0.24190
C: 1.62782 -0.24266 0.14045
C: 0.23218 0.02671 0.01827
C: -0.40680 1.28773 -0.10323
N: -1.71872 1.16973 -0.20018
N: -1.93804 -0.15196 -0.14285
C: -0.81067 -0.87948 -0.01217
H: 3.85903 -0.63034 0.33249
H: 0.05907 2.26332 -0.12169
H: -2.88478 -0.49247 -0.20086
H: -0.81850 -1.95792 0.04875

Its HOMO energy is -8.92 eV. As for the SMILES: C#Cc1cn[nH]c1. The net charge is 0. The value obtained for the maximum force is 0.37 eV/Å.